No. 1
Computed, not measured: an isolated molecule of C4H7NO, with ωB97M-V/def2-TZVPD.

Structure (XYZ):
```
13
Properties=species:S:1:pos:R:3:forces:R:3
C -1.729 -0.441 0.386 0.0 0.0 0.0
C -0.313 -0.461 -0.149 0.0 -0.1 -0.1
C -0.001 0.221 -1.438 -0.1 -0.7 -0.4
N 0.495 0.717 0.225 -0.1 0.1 -0.2
C 1.865 0.593 0.506 0.1 -0.1 0.0
O 2.426 -0.437 0.777 -0.4 0.4 -0.1
H -1.747 -0.527 1.479 0.0 0.0 -0.2
H -2.286 -1.283 -0.038 0.1 0.1 0.1
H -2.237 0.482 0.084 0.1 -0.1 0.1
H 0.251 -1.358 0.114 -0.1 0.1 -0.1
H 0.942 -0.199 -1.830 -0.1 0.0 0.1
H 0.135 1.511 -0.370 0.5 0.2 0.8
H 2.371 1.568 0.493 0.0 0.0 0.0
```
Positions in Å, forces in eV/Å.

Results
- spin multiplicity = 1
- lowest unoccupied orbital energy (eV) = 0.568
- HOMO-LUMO gap (hartree) = 0.346
- relative energy (zero: lowest compared OMol25 entry of this formula, charge and spin) (kJ/mol) = 432.34
- molar mass (g mol⁻¹) = 85.11

=====

No. 2
Computed, not measured: an isolated molecule of C4H7NO, with ωB97M-V/def2-TZVPD.

Structure (XYZ):
```
13
Properties=species:S:1:pos:R:3:forces:R:3
N -1.219 -0.141 0.757 -0.2 -0.2 0.3
C -0.533 -1.037 -0.172 0.0 -0.1 -0.1
C 0.491 -0.143 -0.855 -0.1 -0.1 -0.2
C 1.318 0.593 0.224 0.1 0.2 0.1
C 0.118 1.224 -0.431 0.3 0.5 -0.2
O -0.432 2.253 -0.707 0.5 -0.4 0.2
H -0.771 -0.019 1.651 -0.2 -0.2 0.0
H -2.222 -0.195 0.822 0.1 -0.2 0.0
H -0.080 -1.903 0.335 0.0 0.1 -0.2
H -1.250 -1.409 -0.908 0.1 0.0 0.1
H 0.916 -0.395 -1.823 -0.1 0.0 0.1
H 1.439 0.060 1.170 -0.3 0.4 0.0
H 2.224 1.115 -0.065 0.0 -0.2 -0.2
```
Positions in Å, forces in eV/Å.

Results
- spin multiplicity = 1
- structure (SMILES) = NC[C@@H]1CC1=O
- lowest unoccupied orbital energy (eV) = 0.928
- HOMO-LUMO gap (hartree) = 0.353
- relative energy (zero: lowest compared OMol25 entry of this formula, charge and spin) (kJ/mol) = 285.32
- molar mass (g mol⁻¹) = 85.11

=====

No. 3
Computed, not measured: an isolated molecule of C4H7NO in a non-equilibrium geometry, with ωB97M-V/def2-TZVPD.

Structure (XYZ):
```
13
Properties=species:S:1:pos:R:3:forces:R:3
O 2.745 -1.376 0.070 0.3 -1.1 -1.1
C 1.686 -0.977 -0.433 0.4 -0.4 -0.1
N 1.151 0.014 0.276 0.5 -0.5 0.0
C -0.074 0.766 0.062 0.3 0.1 0.2
C -1.326 0.431 0.827 0.0 0.0 0.2
C -1.264 0.143 -0.644 0.1 -0.1 -0.1
H 1.246 -1.398 -1.340 -0.1 0.1 0.0
H 2.059 -0.140 0.915 -2.2 2.1 0.6
H 0.073 1.823 -0.156 0.1 -0.2 0.1
H -1.266 -0.422 1.495 0.0 0.1 -0.1
H -1.955 1.244 1.179 0.2 -0.1 -0.1
H -1.847 0.771 -1.318 0.3 -0.1 0.2
H -1.217 -0.896 -0.956 0.1 0.1 0.1
```
Positions in Å, forces in eV/Å.

Results
- spin multiplicity = 1
- structure (SMILES) = O=CNC1CC1
- lowest unoccupied orbital energy (eV) = 1.055
- HOMO-LUMO gap (hartree) = 0.386
- relative energy (zero: lowest compared OMol25 entry of this formula, charge and spin) (kJ/mol) = 248.16
- molar mass (g mol⁻¹) = 85.11

=====

No. 4
Computed, not measured: an isolated molecule of C4H7NO in a non-equilibrium geometry, with ωB97M-V/def2-TZVPD.

Structure (XYZ):
```
13
Properties=species:S:1:pos:R:3:forces:R:3
C -1.056 -0.466 1.119 0.1 0.0 0.0
C -0.301 -0.574 -0.210 0.2 0.0 0.0
C 1.157 -0.207 -0.170 0.3 -0.1 0.5
C 1.284 1.106 -0.343 0.1 -0.7 0.1
O 0.169 1.714 -0.809 -1.3 -1.8 -0.4
N -0.817 0.433 -1.142 0.9 1.2 0.2
H -1.091 0.585 1.421 0.1 -0.2 0.0
H -0.567 -1.044 1.909 0.0 0.1 -0.1
H -2.091 -0.818 1.016 0.3 0.1 -0.1
H -0.368 -1.593 -0.615 -0.5 0.3 -0.3
H 1.958 -0.913 -0.079 0.2 -0.1 0.6
H 2.168 1.671 -0.048 -0.4 0.3 -0.6
H -0.445 0.106 -2.048 0.1 0.8 0.1
```
Positions in Å, forces in eV/Å.

Results
- spin multiplicity = 1
- structure (SMILES) = C[C@@H]1C=CON1
- lowest unoccupied orbital energy (eV) = 1.035
- HOMO-LUMO gap (hartree) = 0.358
- relative energy (zero: lowest compared OMol25 entry of this formula, charge and spin) (kJ/mol) = 345.61
- molar mass (g mol⁻¹) = 85.11

=====

No. 5
Computed, not measured: a cluster of 4 separate species, C4H7NO in total in a non-equilibrium geometry, with ωB97M-V/def2-TZVPD.

Structure (XYZ):
```
13
Properties=species:S:1:pos:R:3:forces:R:3
C 0.314 -0.862 -1.053 0.0 0.1 0.0
C -0.092 0.447 -0.814 0.0 -0.1 -0.1
C -0.504 0.444 1.410 0.0 0.0 0.1
O -1.028 -0.648 1.715 0.2 0.1 -0.2
C 0.863 1.505 -0.667 0.6 0.7 0.2
N 1.605 2.383 -0.511 -0.7 -0.8 -0.2
H -0.271 -1.491 -1.719 0.0 0.1 0.2
H 1.371 -1.109 -0.988 -0.2 0.0 0.0
H -0.119 -1.770 0.080 0.1 -0.1 -0.1
H -1.074 0.756 -1.162 0.2 0.0 0.1
H -1.135 1.322 1.225 0.0 -0.1 0.0
H 0.554 0.640 1.638 -0.2 0.0 0.0
H -0.484 -1.616 0.847 -0.1 0.2 0.1
```
Positions in Å, forces in eV/Å.

Results
- spin multiplicity = 1
- lowest unoccupied orbital energy (eV) = 0.111
- HOMO-LUMO gap (hartree) = 0.355
- relative energy (zero: lowest compared OMol25 entry of this formula, charge and spin) (kJ/mol) = 484.75
- molar mass (g mol⁻¹) = 85.11

=====

No. 6
Computed, not measured: an isolated molecule of C4H7NO, with ωB97M-V/def2-TZVPD.

Structure (XYZ):
```
13
Properties=species:S:1:pos:R:3:forces:R:3
C -1.664 -0.073 -0.319 0.0 0.0 0.0
C -0.392 -0.187 0.507 -0.2 0.0 0.1
N 0.645 -1.051 -0.126 0.1 -0.2 0.1
C 1.557 0.097 -0.370 0.2 0.1 -0.1
C 0.575 0.994 0.383 0.0 0.4 0.1
O 0.590 2.122 0.788 0.0 -0.5 -0.2
H -2.243 -1.000 -0.261 0.1 0.1 0.0
H -1.415 0.102 -1.370 0.0 0.0 0.1
H -2.284 0.756 0.039 0.1 -0.1 0.0
H -0.625 -0.436 1.551 0.1 0.0 -0.1
H 1.044 -1.699 0.544 -0.1 0.1 -0.1
H 1.653 0.336 -1.435 0.0 0.0 0.2
H 2.559 0.039 0.069 -0.1 0.0 0.0
```
Positions in Å, forces in eV/Å.

Results
- spin multiplicity = 1
- structure (SMILES) = C[C@H]1NCC1=O
- lowest unoccupied orbital energy (eV) = 0.871
- HOMO-LUMO gap (hartree) = 0.386
- relative energy (zero: lowest compared OMol25 entry of this formula, charge and spin) (kJ/mol) = 163.20
- molar mass (g mol⁻¹) = 85.11

=====

No. 7
Computed, not measured: an isolated molecule of C4H7NO, with ωB97M-V/def2-TZVPD.

Structure (XYZ):
```
13
Properties=species:S:1:pos:R:3:forces:R:3
C 1.177 -1.713 -0.397 0.1 -0.1 0.0
C 0.440 -0.878 0.320 0.1 -0.3 0.0
N -0.117 0.337 -0.176 0.2 0.1 0.1
C -1.546 0.506 0.031 -0.3 0.1 0.1
C 0.645 1.474 -0.032 -0.1 0.1 0.1
O 0.194 2.577 0.190 0.1 -0.3 -0.3
H 1.553 -2.638 0.041 0.0 0.3 0.0
H 1.440 -1.516 -1.435 -0.2 0.0 0.2
H 0.232 -1.078 1.375 -0.1 -0.1 -0.2
H -2.056 -0.454 -0.072 0.2 0.1 0.0
H -1.938 1.196 -0.718 0.0 0.0 0.1
H -1.740 0.925 1.022 -0.1 0.0 0.0
H 1.718 1.260 -0.149 0.0 0.1 0.1
```
Positions in Å, forces in eV/Å.

Results
- spin multiplicity = 1
- structure (SMILES) = C=CN(C)C=O
- lowest unoccupied orbital energy (eV) = 0.961
- HOMO-LUMO gap (hartree) = 0.389
- relative energy (zero: lowest compared OMol25 entry of this formula, charge and spin) (kJ/mol) = 135.82
- molar mass (g mol⁻¹) = 85.11

=====

No. 8
Computed, not measured: a cluster of 2 separate species, C4H7NO in total in a non-equilibrium geometry, with ωB97M-V/def2-TZVPD.

Structure (XYZ):
```
13
Properties=species:S:1:pos:R:3:forces:R:3
C -0.411 0.271 -0.546 -0.4 0.1 -0.3
C 0.298 0.500 -1.507 0.2 -0.5 0.6
C 2.243 -0.921 -0.856 -1.5 -2.8 -0.1
C -1.570 0.812 1.509 3.4 -3.9 1.1
N -1.230 -0.107 0.405 -2.0 -0.4 -0.2
O -2.004 -1.125 0.231 0.7 0.3 0.3
H 0.397 0.938 -2.447 0.5 0.4 -1.0
H 1.673 -1.926 -0.709 1.0 2.1 -0.4
H 3.186 -0.993 -1.355 0.3 0.2 -0.4
H 2.132 -0.232 -0.080 0.2 0.8 1.1
H -1.223 0.188 2.391 -0.5 1.2 -0.5
H -0.923 1.603 1.352 0.8 2.1 0.2
H -2.569 0.992 1.610 -2.6 0.6 -0.3
```
Positions in Å, forces in eV/Å.

Results
- spin multiplicity = 1
- lowest unoccupied orbital energy (spin up / spin down) (eV) = -0.522 / 0.195
- HOMO-LUMO gap (spin up / spin down) (hartree) = 0.278 / 0.321
- relative energy (zero: lowest compared OMol25 entry of this formula, charge and spin) (kJ/mol) = 788.20
- molar mass (g mol⁻¹) = 85.11